The following is a DFT calculation (ωB97M-V with the def2-TZVPD basis set) of a structure of composition C3H9NO2S2.

```
17
Properties=species:S:1:pos:R:3:lowdin_charge:R:1
C -0.19 -2.06 -0.21 0.0300
C -2.48 1.01 -0.90 -0.3234
C 1.83 0.63 1.48 -0.1397
N -0.05 -0.26 -0.39 -0.6248
O 2.40 -0.63 -0.68 -0.3154
O 1.53 1.69 -0.79 -0.2964
S -1.17 0.66 0.37 0.8086
S 1.49 0.39 -0.27 0.4595
H 0.80 -2.51 -0.21 0.0397
H -0.69 -2.19 0.77 0.0514
H -0.88 -2.49 -1.02 0.0809
H -2.95 1.87 -0.54 -0.0135
H -3.19 0.25 -0.95 -0.0058
H -1.89 1.43 -1.86 0.1067
H 1.90 -0.35 1.92 0.0757
H 2.56 1.39 1.45 0.0570
H 0.99 1.18 1.83 0.0092
```

Values from the calculation:
- HOMO energy: -8.98 eV
- Gap between HOMO and LUMO: 9.599 eV
- LUMO: 0.62 eV